Record 1
{"formula": "C45H74BBrClI2N6O4", "method": "wB97M-V/def2-TZVPD", "e_homo_ev": -5.013, "total_charge": -1, "lumo_ev": 1.541, "elements": ["C", "C", "C", "C", "C", "B", "C", "C", "C", "Br", "O", "C", "C", "C", "O", "Cl", "O", "C", "C", "C", "C", "C", "C", "C", "C", "I", "C", "C", "I", "O", "H", "H", "H", "H", "H", "H", "H", "H", "H", "H", "H", "H", "H", "H", "H", "H", "H", "H", "H", "H", "H", "H", "H", "H", "H", "H", "H", "H", "H", "H", "H", "H", "C", "C", "C", "C", "N", "H", "H", "H", "H", "H", "H", "H", "C", "C", "C", "C", "N", "H", "H", "H", "H", "H", "H", "H", "C", "C", "C", "C", "N", "H", "H", "H", "H", "H", "H", "H", "C", "C", "C", "C", "N", "H", "H", "H", "H", "H", "H", "H", "C", "C", "C", "C", "N", "H", "H", "H", "H", "H", "H", "H", "C", "C", "C", "C", "N", "H", "H", "H", "H", "H", "H", "H"], "xyz": [[7.339, -2.265, 5.107], [6.313, -2.143, 4.134], [5.083, -2.275, 3.040], [4.622, -0.783, 2.531], [5.895, -0.016, 1.840], [5.480, 1.288, 0.902], [6.468, 1.069, -0.410], [7.987, 1.658, -0.220], [9.002, 0.675, 0.630], [10.922, 1.254, 0.306], [4.044, 1.282, 0.449], [3.279, 2.491, 0.891], [2.597, 1.956, 2.322], [1.154, 2.658, 2.658], [-0.019, 2.140, 2.199], [0.940, 4.196, 3.735], [2.079, 2.811, 0.103], [1.608, 1.577, -0.596], [0.084, 1.842, -1.214], [-0.566, 0.529, -1.950], [-0.607, -0.832, -1.033], [4.520, 3.557, 0.988], [3.948, 4.796, 1.898], [4.355, 4.711, 3.494], [5.118, 4.263, -0.365], [4.168, 4.123, -2.379], [6.377, 5.111, -0.339], [6.981, 5.869, -1.695], [7.543, 5.482, 1.519], [5.524, 2.623, 1.598], [8.203, -2.645, 5.834], [5.454, -2.872, 2.083], [4.113, -2.779, 3.508], [4.261, -0.093, 3.429], [3.710, -0.946, 1.795], [6.488, -0.847, 1.223], [6.653, 0.368, 2.663], [6.516, -0.034, -0.800], [5.974, 1.706, -1.289], [8.023, 2.738, 0.230], [8.455, 1.736, -1.312], [8.770, 0.847, 1.784], [8.844, -0.471, 0.426], [3.352, 1.972, 3.220], [2.364, 0.803, 2.120], [1.505, 0.650, 0.112], [2.295, 1.260, -1.489], [0.217, 2.759, -1.964], [-0.684, 2.197, -0.392], [-1.684, 0.826, -2.244], [0.099, 0.293, -2.892], [0.316, -1.500, -1.386], [-0.436, -0.617, 0.111], [-1.625, -1.439, -1.111], [4.410, 5.824, 1.505], [2.795, 4.870, 1.694], [3.742, 3.925, 4.107], [4.158, 5.786, 3.973], [5.494, 4.445, 3.570], [7.044, 5.168, -2.630], [6.412, 6.894, -1.906], [8.105, 6.196, -1.458], [-2.991, 0.697, -6.946], [-3.926, 1.368, -5.946], [-3.404, 2.721, -5.458], [-2.066, 2.534, -4.762], [-0.955, 2.378, -4.185], [-2.017, 0.471, -6.501], [-3.418, -0.251, -7.289], [-2.830, 1.335, -7.823], [-4.074, 0.696, -5.092], [-4.906, 1.511, -6.416], [-4.115, 3.167, -4.755], [-3.279, 3.411, -6.299], [-6.442, -3.332, 0.655], [-5.019, -3.863, 0.798], [-3.963, -2.880, 0.288], [-4.190, -2.604, -1.189], [-4.379, -2.374, -2.415], [-6.707, -3.162, -0.394], [-7.160, -4.054, 1.058], [-6.565, -2.388, 1.199], [-4.939, -4.812, 0.254], [-4.826, -4.080, 1.854], [-2.962, -3.301, 0.425], [-4.015, -1.938, 0.843], [-10.927, -1.240, -0.562], [-10.428, -2.493, -1.274], [-10.704, -3.775, -0.486], [-9.996, -3.713, 0.858], [-9.409, -3.662, 1.972], [-10.418, -1.089, 0.395], [-10.735, -0.353, -1.174], [-12.005, -1.298, -0.374], [-9.351, -2.393, -1.457], [-10.916, -2.563, -2.253], [-10.341, -4.644, -1.044], [-11.779, -3.902, -0.321], [-5.898, -7.598, -2.349], [-5.045, -8.691, -1.712], [-5.375, -8.918, -0.235], [-5.124, -7.641, 0.550], [-4.917, -6.581, 1.201], [-5.729, -6.626, -1.876], [-5.648, -7.491, -3.409], [-6.965, -7.839, -2.273], [-3.987, -8.422, -1.819], [-5.197, -9.626, -2.261], [-4.747, -9.718, 0.171], [-6.422, -9.215, -0.117], [11.260, -0.159, 8.825], [9.870, -0.023, 8.213], [8.799, -0.789, 8.994], [9.137, -2.271, 9.011], [9.418, -3.500, 9.025], [11.605, -1.198, 8.819], [11.986, 0.427, 8.252], [11.271, 0.202, 9.860], [9.902, -0.381, 7.177], [9.598, 1.037, 8.180], [7.820, -0.649, 8.524], [8.737, -0.422, 10.024], [-8.940, 4.616, -5.142], [-7.484, 4.815, -5.550], [-7.049, 3.877, -6.678], [-7.194, 2.432, -6.229], [-7.314, 1.233, -5.857], [-9.116, 3.610, -4.747], [-9.215, 5.325, -4.355], [-9.612, 4.775, -5.994], [-6.846, 4.661, -4.671], [-7.344, 5.852, -5.873], [-6.003, 4.068, -6.942], [-7.661, 4.040, -7.571]], "forces_ev_per_angstrom": [[-6.9, -0.1, -6.7], [6.5, -2.1, 6.4], [0.0, 1.2, 0.5], [0.7, 0.2, 0.4], [-0.1, -1.2, 1.4], [0.0, -0.7, -0.7], [0.5, 1.6, -1.7], [0.9, -0.6, -1.4], [-2.3, 0.4, 1.2], [-1.2, -0.6, 0.3], [-2.5, 1.9, 0.1], [1.1, -2.8, -0.3], [0.0, -0.2, 0.7], [-6.2, -3.6, -2.8], [8.1, 3.6, 3.3], [0.5, -1.8, -1.2], [1.9, -2.3, -0.7], [-1.9, -0.9, -0.8], [0.4, 0.9, 0.2], [0.0, 0.2, 0.2], [0.7, -0.2, 0.3], [-0.5, -0.6, 0.9], [0.9, 0.9, 0.4], [-0.1, 0.4, -0.1], [4.2, 2.4, 0.7], [0.6, 0.0, 1.8], [-3.8, -2.1, -1.8], [1.0, 0.4, 1.1], [-1.1, -0.3, -1.7], [-1.1, 2.6, -0.8], [-2.4, 1.3, -2.1], [-0.6, 1.2, 2.3], [2.5, 0.7, -0.7], [0.6, -1.8, -1.7], [2.0, 0.4, 1.3], [-1.2, 1.7, 1.2], [-1.5, -1.0, -1.2], [0.0, 2.0, 0.7], [1.2, -1.2, 1.5], [-0.2, -2.2, -0.7], [-0.8, -0.1, 2.3], [0.8, -0.4, -2.5], [0.7, 2.4, 0.1], [-1.6, 0.3, -1.7], [0.2, 2.8, 0.4], [0.5, 2.0, -1.1], [-1.0, 0.9, 1.8], [-0.5, -2.2, 1.4], [1.8, -0.7, -1.3], [2.6, -0.7, 0.4], [-1.7, 0.5, 1.7], [-2.2, 1.2, 0.9], [-0.4, -0.2, -2.2], [2.3, 1.3, -0.1], [-1.0, -2.3, 0.8], [2.2, -0.2, 0.6], [1.2, 1.5, -1.3], [0.5, -2.4, -1.0], [-2.3, 0.6, -0.1], [-0.5, 1.3, 1.9], [0.9, -2.5, 0.3], [-2.5, -0.8, -0.4], [0.1, -0.1, 0.0], [0.0, -0.4, -0.2], [0.9, -0.4, 0.6], [7.5, -0.7, 3.9], [-8.9, 1.4, -4.9], [-0.1, 0.1, 0.0], [0.0, 0.2, 0.0], [0.0, -0.1, 0.1], [-0.1, 0.2, -0.1], [0.3, 0.0, 0.2], [0.2, 0.0, 0.0], [0.2, 0.0, 0.1], [0.0, -0.1, 0.1], [-0.3, 0.2, -0.3], [-0.3, 0.0, -1.0], [-1.0, 1.7, -8.2], [1.4, -1.9, 9.7], [0.1, 0.1, 0.0], [0.2, 0.2, 0.0], [-0.1, -0.1, -0.1], [0.1, 0.7, 0.2], [0.1, 0.0, -0.3], [-0.1, 0.2, -0.2], [0.0, 0.0, -0.3], [0.0, 0.1, 0.0], [0.1, 0.4, -0.1], [0.7, 0.2, 0.9], [3.8, 0.1, 7.6], [-4.8, -0.4, -8.9], [-0.1, -0.1, -0.1], [-0.1, -0.1, 0.1], [0.1, 0.0, 0.0], [-0.2, -0.1, 0.0], [0.1, -0.1, 0.1], [0.0, 0.0, 0.3], [0.2, 0.0, 0.2], [0.0, 0.1, -0.1], [0.0, 0.2, -0.4], [0.4, 1.0, 0.4], [1.3, 6.9, 4.7], [-1.6, -9.3, -4.9], [0.0, -0.1, 0.0], [-0.1, 0.0, 0.2], [0.1, 0.1, 0.0], [-0.2, -0.1, 0.1], [0.1, 0.0, 0.2], [-0.1, 0.2, 0.1], [0.1, 0.2, 0.1], [0.1, 0.0, 0.0], [0.4, 0.1, -0.2], [0.3, -1.0, -0.2], [1.6, -8.3, 0.3], [-2.2, 9.8, -0.2], [-0.1, 0.1, 0.0], [-0.1, -0.1, 0.1], [0.0, -0.1, -0.1], [-0.2, 0.1, 0.2], [-0.1, -0.2, 0.0], [0.1, -0.2, 0.1], [0.0, -0.2, -0.1], [-0.1, 0.0, 0.1], [-0.2, 0.2, 0.3], [-0.1, -1.0, 0.6], [-0.9, -8.2, 2.2], [0.8, 9.6, -2.9], [0.1, 0.1, -0.1], [0.0, -0.1, -0.1], [0.1, 0.0, 0.1], [0.0, 0.0, -0.2], [0.1, -0.2, -0.1], [-0.1, -0.2, 0.0], [0.1, -0.2, 0.1]], "lowdin_charge": [0.013, -0.094, -0.220, -0.230, -0.106, -0.876, -0.117, -0.276, -0.580, 0.445, -0.044, -0.312, -0.026, -0.499, -0.117, 0.523, -0.167, -0.171, -0.186, -0.283, -0.141, -0.317, -0.176, -0.153, -0.496, 0.806, -0.651, -0.238, 0.795, -0.047, 0.031, 0.121, 0.112, 0.116, 0.118, 0.102, 0.111, 0.107, 0.080, 0.058, 0.099, 0.076, 0.080, 0.124, 0.131, 0.115, 0.130, 0.096, 0.109, 0.095, 0.096, 0.085, 0.073, 0.048, 0.097, 0.101, 0.038, 0.087, 0.036, 0.047, 0.086, 0.057, -0.110, -0.281, -0.195, -0.121, 0.147, 0.071, 0.074, 0.074, 0.119, 0.056, 0.105, 0.108, -0.126, -0.312, -0.193, -0.182, 0.094, 0.061, 0.035, 0.078, 0.046, 0.101, 0.113, 0.118, -0.115, -0.274, -0.193, -0.154, 0.120, 0.071, 0.074, 0.075, 0.109, 0.109, 0.111, 0.113, -0.111, -0.277, -0.191, -0.109, 0.135, 0.066, 0.076, 0.076, 0.114, 0.107, 0.112, 0.115, -0.120, -0.276, -0.198, -0.174, 0.097, 0.068, 0.073, 0.074, 0.110, 0.111, 0.112, 0.113, -0.115, -0.275, -0.189, -0.169, 0.129, 0.071, 0.074, 0.077, 0.111, 0.110, 0.105, 0.116]}

=====

Record 2
{"formula": "C35H34BCl3FeN5O3S2", "method": "wB97M-V/def2-TZVPD", "multiplicity": 2, "e_homo_ev": [-12.901, -12.901], "total_charge": 2, "lumo_ev": [-6.659, -6.270], "de_lowest_kcal_mol": 0.0, "s2": 0.989, "elements": ["Fe", "C", "N", "C", "C", "N", "C", "S", "C", "C", "C", "C", "C", "N", "H", "H", "H", "H", "H", "H", "H", "H", "H", "Cl", "C", "C", "C", "C", "C", "C", "N", "C", "C", "N", "C", "O", "C", "C", "C", "Cl", "S", "C", "C", "C", "Cl", "C", "H", "H", "H", "H", "H", "H", "H", "H", "H", "H", "H", "H", "H", "C", "C", "C", "C", "C", "C", "C", "C", "O", "B", "O", "C", "C", "H", "H", "H", "H", "H", "H", "H", "H", "H", "H", "H", "H"], "xyz": [[-0.121, 1.318, -0.200], [-0.382, 2.986, 4.444], [-0.158, 3.741, 3.207], [0.391, 5.009, 3.125], [0.461, 5.332, 1.823], [-0.050, 4.248, 1.105], [-0.416, 3.280, 1.981], [-1.129, 1.744, 1.675], [-0.188, 4.258, -0.313], [-0.432, 5.456, -0.954], [-0.488, 5.473, -2.337], [-0.303, 4.293, -3.038], [-0.097, 3.134, -2.322], [-0.036, 3.109, -0.978], [-0.216, 3.653, 5.284], [0.315, 2.152, 4.493], [-1.405, 2.620, 4.470], [0.689, 5.559, 4.000], [0.852, 6.208, 1.339], [-0.602, 6.357, -0.382], [-0.684, 6.401, -2.858], [-0.338, 4.260, -4.117], [0.018, 2.178, -2.816], [8.002, -6.946, 1.324], [6.959, -5.606, 1.031], [7.494, -4.345, 0.828], [6.635, -3.284, 0.603], [5.253, -3.447, 0.565], [4.390, -2.234, 0.303], [3.715, -2.287, -1.062], [2.955, -1.052, -1.274], [3.463, 0.124, -1.782], [2.494, 1.058, -1.633], [1.399, 0.463, -1.030], [1.726, -0.813, -0.828], [3.368, -2.053, 1.269], [3.842, -1.407, 2.451], [3.883, 0.079, 2.243], [4.999, 0.851, 2.128], [6.624, 0.328, 2.232], [4.649, 2.508, 1.841], [2.965, 2.188, 1.871], [2.704, 0.872, 2.095], [4.749, -4.732, 0.766], [3.041, -5.064, 0.725], [5.588, -5.807, 1.001], [8.565, -4.201, 0.856], [7.048, -2.293, 0.459], [5.052, -1.356, 0.303], [3.041, -3.137, -1.133], [4.462, -2.362, -1.849], [4.452, 0.184, -2.202], [2.507, 2.099, -1.903], [1.111, -1.564, -0.357], [4.821, -1.800, 2.735], [3.136, -1.657, 3.242], [2.266, 2.999, 1.731], [1.708, 0.452, 2.167], [5.176, -6.794, 1.157], [-7.355, -2.472, -0.037], [-7.001, -2.197, -1.505], [-6.466, -3.482, -2.153], [-8.273, -1.779, -2.242], [-5.920, -1.115, -1.560], [-6.140, 0.132, -2.151], [-5.169, 1.131, -2.204], [-3.960, 0.835, -1.631], [-2.809, 1.623, -1.530], [-1.925, 0.824, -0.874], [-2.412, -0.411, -0.555], [-3.726, -0.392, -1.043], [-4.669, -1.384, -0.990], [-8.088, -3.279, 0.023], [-7.785, -1.586, 0.433], [-6.480, -2.775, 0.541], [-7.254, -4.235, -2.185], [-5.631, -3.906, -1.593], [-6.132, -3.295, -3.175], [-9.004, -2.585, -2.179], [-8.084, -1.588, -3.300], [-8.729, -0.891, -1.800], [-7.101, 0.344, -2.596], [-5.363, 2.086, -2.674], [-4.446, -2.334, -0.524]], "forces_ev_per_angstrom": [[0.3, -0.2, 0.1], [0.0, 0.0, 0.0], [0.0, 0.0, 0.1], [0.0, -0.1, 0.0], [0.0, 0.0, 0.0], [0.1, 0.1, -0.2], [-0.1, 0.0, 0.1], [-0.3, 0.1, 0.1], [0.0, 0.0, 0.1], [0.0, 0.1, 0.0], [0.0, 0.0, 0.0], [0.0, -0.1, 0.0], [0.0, 0.0, 0.0], [-0.1, 0.0, 0.0], [0.0, 0.0, 0.0], [0.0, 0.0, 0.0], [0.0, 0.0, 0.0], [0.0, 0.0, 0.0], [0.0, 0.0, 0.0], [0.0, 0.0, 0.0], [0.0, 0.0, 0.0], [0.0, 0.0, 0.0], [0.0, 0.0, 0.0], [0.0, 0.0, 0.0], [0.0, 0.0, 0.0], [0.0, 0.0, 0.0], [0.0, 0.0, 0.0], [0.0, 0.0, 0.0], [0.1, -0.1, 0.1], [-0.1, 0.0, 0.0], [0.1, 0.0, -0.1], [0.0, 0.0, 0.0], [0.1, -0.1, 0.0], [-0.1, 0.1, -0.3], [0.1, 0.0, 0.0], [0.1, 0.0, 0.0], [0.0, 0.0, 0.0], [-0.1, 0.0, 0.0], [0.0, 0.0, -0.1], [0.0, 0.0, 0.0], [0.0, 0.0, 0.0], [0.0, 0.0, 0.0], [0.0, 0.0, 0.0], [0.0, 0.0, 0.0], [0.0, 0.0, 0.0], [0.0, 0.0, 0.0], [0.0, 0.0, 0.0], [0.0, 0.0, 0.0], [0.0, 0.0, 0.0], [0.0, 0.0, 0.0], [0.0, 0.0, 0.0], [0.0, 0.0, 0.0], [0.0, 0.0, 0.0], [0.0, 0.0, 0.0], [0.0, 0.0, 0.0], [0.0, 0.0, 0.0], [0.0, 0.0, 0.0], [0.0, 0.0, 0.0], [0.0, 0.0, 0.0], [0.0, 0.0, 0.0], [0.0, 0.0, 0.0], [0.0, 0.0, 0.0], [0.0, 0.0, 0.0], [0.0, 0.0, 0.0], [0.0, 0.0, 0.0], [0.0, 0.1, 0.0], [-0.1, -0.1, 0.0], [0.1, 0.3, -0.2], [-0.1, -0.1, 0.2], [0.1, -0.1, 0.1], [0.0, 0.0, -0.1], [0.1, 0.0, 0.0], [0.0, 0.0, 0.0], [0.0, 0.0, 0.0], [0.0, 0.0, 0.0], [0.0, 0.0, 0.0], [0.0, 0.0, 0.0], [0.0, 0.0, 0.0], [0.0, 0.0, 0.0], [0.0, 0.0, 0.0], [0.0, 0.0, 0.0], [0.0, 0.0, 0.0], [0.0, 0.0, 0.0], [0.0, 0.0, 0.0]], "lowdin_spin": [1.026, -0.001, 0.004, 0.001, 0.003, 0.003, 0.000, 0.011, -0.005, -0.001, -0.003, 0.003, 0.001, -0.012, 0.000, 0.000, 0.000, 0.000, 0.000, 0.000, 0.000, 0.000, 0.002, 0.000, 0.000, 0.000, 0.000, 0.000, 0.000, 0.000, 0.004, 0.001, 0.004, 0.002, 0.007, 0.000, 0.000, 0.000, 0.000, 0.000, 0.000, 0.000, 0.000, 0.000, 0.000, 0.000, 0.000, 0.000, 0.000, 0.000, 0.000, 0.000, 0.000, 0.000, 0.000, 0.000, 0.000, -0.001, 0.000, 0.000, 0.000, 0.000, 0.000, 0.001, 0.001, 0.000, -0.001, -0.005, -0.043, -0.004, -0.001, 0.000, 0.000, 0.000, 0.000, 0.000, 0.000, 0.000, 0.000, 0.000, 0.000, 0.000, 0.000, 0.000]}

=====

Number 1: molecular weight 1143.102 g mol⁻¹. Number 2: molecular weight 809.839 g mol⁻¹.